Formula: C18H59FeO12
Source: the OMol25 dataset
Level of theory: wB97M-V/def2-TZVPD

Structure (XYZ):
```
90
Properties=species:S:1:pos:R:3:forces:R:3:lowdin_spin:R:1
Fe -4.197437 -2.372413 -0.466687 2.1 1.0 -0.7 4.5805
C -1.134005 0.401955 0.108615 0.7 0.0 -0.1 0.0028
C -1.191187 -1.044541 -0.409446 -0.3 0.2 0.0 0.0162
O -2.366343 -1.373033 -1.126404 -1.5 -0.6 0.9 0.2051
H -1.245254 1.153240 -0.673242 -0.6 -0.1 -0.1 0.0002
H -0.120870 0.645241 0.428693 0.4 -0.4 0.3 0.0005
H -1.737476 0.608065 0.992611 -0.4 -0.1 -0.4 0.0002
H -0.990103 -1.702257 0.436168 -0.3 -0.3 0.3 0.0033
H -0.317165 -1.209231 -1.039590 0.1 0.1 -0.5 0.0022
C 1.272764 1.192500 -3.140974 1.0 -0.2 0.4 0.0001
C 2.491568 2.105438 -3.408663 -0.6 -0.6 1.1 0.0000
O 2.329082 2.742345 -4.614310 -0.2 1.0 -1.6 0.0000
H 1.316681 0.797415 -2.126048 -0.1 0.0 0.2 0.0000
H 1.305699 0.317690 -3.790378 -0.2 0.1 -0.1 0.0001
H 0.315361 1.698232 -3.266259 0.2 0.2 -0.1 0.0001
H 3.458493 1.605610 -3.466327 0.0 -0.7 0.6 0.0000
H 2.590494 2.868825 -2.636934 -0.1 0.1 0.1 0.0000
H 2.205918 2.033271 -5.249645 -0.1 0.2 -0.4 0.0000
C -2.888155 1.636542 3.035018 0.8 1.5 0.0 0.0004
C -3.708302 2.335942 4.128193 1.3 -0.6 0.1 0.0001
O -4.484812 1.407267 4.825242 -1.0 -0.2 0.1 0.0002
H -2.220913 0.818233 3.305659 -0.6 -0.3 0.5 0.0000
H -2.153230 2.391611 2.755998 0.1 0.2 -0.6 0.0000
H -3.454745 1.400971 2.134130 -0.2 -0.2 0.1 0.0005
H -4.265454 3.178755 3.719109 -0.3 -0.1 -0.2 0.0000
H -3.068096 2.772973 4.894516 0.3 0.0 -0.2 0.0000
H -5.028698 1.001361 4.146248 -0.3 -0.4 0.2 0.0001
C 2.869590 -2.033276 -3.284616 -1.0 0.1 0.8 0.0000
C 4.267992 -1.801103 -2.750260 -1.0 -0.2 -1.1 0.0000
O 5.087646 -2.116578 -3.849766 1.7 -0.6 0.0 0.0000
H 2.086575 -1.891621 -2.539683 -0.1 0.4 0.1 0.0000
H 2.689636 -3.052724 -3.625871 0.5 0.0 -0.2 0.0000
H 2.690294 -1.339756 -4.106193 -0.1 -0.1 -0.1 0.0000
H 4.489710 -2.467595 -1.916752 0.3 0.0 -0.2 0.0000
H 4.418718 -0.763968 -2.450737 -0.1 0.1 0.3 0.0000
H 5.050943 -1.449992 -4.539634 -0.2 0.1 0.2 0.0000
C 0.212920 -1.763433 3.469096 -1.2 -0.1 1.0 0.0002
C 1.114620 -2.149131 4.645170 0.4 0.0 -1.9 0.0000
O 2.244339 -2.788307 4.048998 0.2 -0.4 1.0 0.0000
H 0.635396 -0.977182 2.843448 0.1 0.1 0.2 0.0000
H -0.714005 -1.416293 3.925617 -0.3 0.5 -0.3 0.0001
H -0.088243 -2.584187 2.818126 0.4 -0.3 0.2 0.0002
H 0.692619 -2.859845 5.355734 -0.2 0.2 -0.1 0.0000
H 1.412627 -1.224286 5.139071 0.0 -0.1 0.4 0.0000
H 2.526589 -2.217222 3.330810 0.5 0.2 -0.3 0.0000
C 0.985199 -5.090577 0.923023 0.1 1.6 -1.8 0.0002
C 2.168187 -5.285546 1.854698 -2.3 0.3 0.4 0.0000
O 1.535090 -5.330549 3.141956 0.6 -1.4 0.2 0.0000
H 0.105843 -5.733287 0.964838 0.5 -0.5 0.6 0.0001
H 1.290569 -5.044151 -0.122295 0.3 -0.5 -0.3 0.0000
H 0.595511 -4.076464 1.011514 -0.2 0.2 0.5 0.0001
H 2.854176 -4.439163 1.820620 0.2 -0.1 -0.3 0.0000
H 2.637697 -6.216072 1.535665 0.4 -0.1 0.8 0.0000
H 1.646268 -4.506159 3.621142 0.6 0.4 -0.2 0.0000
C -3.683742 3.343577 -0.643104 0.2 0.5 -0.9 0.0006
C -4.537474 3.283073 -1.917830 0.4 0.5 1.0 0.0007
O -4.858831 1.903796 -2.129107 -0.9 0.4 0.0 0.0048
H -2.735072 2.826711 -0.787892 -0.1 -0.1 -0.1 0.0001
H -4.193180 2.917427 0.221173 -0.1 0.1 -0.1 0.0006
H -3.431941 4.386110 -0.448646 -0.1 0.1 0.2 0.0000
H -4.076856 3.765510 -2.779915 0.6 -0.6 -0.1 0.0001
H -5.416530 3.917229 -1.802896 -0.5 -0.4 0.4 0.0001
H -5.799545 1.856947 -2.314767 0.0 -0.2 -0.3 0.0011
C 0.354709 3.912424 0.105970 -0.3 -0.6 0.2 0.0000
C 1.786927 3.575639 0.348456 0.8 -0.5 0.5 0.0000
O 2.052310 3.568481 1.767730 0.1 0.7 -0.5 0.0000
H 0.138097 4.969675 0.258880 0.2 0.0 -0.2 0.0000
H -0.240616 3.365559 0.837148 -0.2 -0.1 -0.1 0.0000
H 0.104830 3.576100 -0.900288 -0.3 0.2 0.0 0.0000
H 2.419818 4.236083 -0.244312 0.3 0.5 0.4 0.0000
H 2.114169 2.578909 0.052574 -0.7 -0.3 -0.7 0.0000
H 3.005864 3.484351 1.840246 0.1 0.0 0.3 0.0000
C 2.625619 -1.053861 0.217813 0.2 0.8 -0.2 0.0001
C 3.288822 -0.168265 1.279487 -0.5 -1.8 -0.6 0.0000
O 3.683195 -1.014934 2.337145 0.0 -0.8 0.8 0.0000
H 3.318332 -1.766293 -0.230154 -0.1 -0.1 0.3 0.0000
H 2.329884 -0.359708 -0.568822 -0.1 -0.1 -0.3 0.0000
H 1.709962 -1.530408 0.567941 0.2 -0.2 0.2 0.0000
H 2.479912 0.474024 1.627679 0.6 1.0 -0.1 0.0000
H 4.217567 0.205701 0.848570 -0.4 1.0 0.0 0.0000
H 4.249101 -0.559170 2.964538 0.0 0.1 0.0 0.0000
O -2.495949 1.141243 -3.038728 0.6 0.5 -0.3 0.0020
H -3.414674 1.127628 -2.770433 -0.3 -0.1 0.0 0.0005
H -2.041892 0.633971 -2.365872 0.0 -0.5 0.0 0.0007
O -1.463892 -1.500692 -3.979427 0.5 -0.1 -0.6 0.0030
H -1.976780 -2.178318 -4.419859 -0.1 -0.1 -0.1 0.0002
H -1.745151 -1.542852 -3.065449 -0.3 0.1 0.8 0.0007
O -5.218824 -0.431099 -0.543704 -0.1 -0.3 0.3 0.1549
H -6.109567 -0.082388 -0.578605 -0.4 -0.2 0.0 0.0101
H -4.658924 0.344277 -0.504545 0.6 0.4 -0.3 0.0056
```
Forces are in eV/Å.

Output
- DFT total energy (eV) = -78574.0266
- spin multiplicity = 6
- <S²> = 8.7549
- HOMO (alpha / beta) (eV) = -7.35 / -9.29
- frontier orbital gap (alpha / beta) (eV) = 6.99 / 8.36